# 1
The following is a DFT calculation (ωB97M-V/def2-TZVPD) of an isolated molecule of C19H19F2NS.

The value obtained for the LUMO energy is 0.58 eV. The value obtained for the HOMO-LUMO gap is 8.6 eV. As for the total energy: -1388.0656 hartree. The HOMO energy comes out at -8.0213 eV. Its net charge is 0. The SMILES is CN(C)CC/C=C1/c2cc(F)ccc2CSc2ccc(F)cc21.

The geometry in XYZ format:
```
42
C19H19F2NS (ωB97M-V/def2-TZVPD)
C -1.35 -4.18 -0.64
N -1.50 -3.07 0.28
C -0.34 -2.90 1.12
H 0.59 -2.71 0.57
H -0.51 -2.06 1.80
H -0.21 -3.80 1.71
C -2.01 -1.86 -0.32
H -2.10 -1.11 0.47
C -1.23 -1.24 -1.51
C 0.12 -0.74 -1.14
C 0.37 0.45 -0.56
C 1.75 0.81 -0.20
C 2.74 0.56 -1.15
C 4.06 0.83 -0.88
C 4.46 1.35 0.34
C 3.48 1.61 1.28
C 2.13 1.36 1.03
C 1.18 1.73 2.14
H 1.69 1.64 3.10
H 0.85 2.76 2.02
S -0.34 0.74 2.32
C -1.23 1.54 1.00
C -2.34 2.33 1.27
C -2.96 3.01 0.23
C -2.43 2.89 -1.04
C -1.34 2.09 -1.32
C -0.74 1.39 -0.29
H -0.97 2.02 -2.33
F -3.02 3.57 -2.05
H -3.82 3.63 0.41
H -2.71 2.41 2.28
H 3.77 2.01 2.24
H 5.50 1.55 0.54
F 4.99 0.58 -1.83
H 2.47 0.17 -2.12
H 0.95 -1.42 -1.29
H -1.13 -2.00 -2.30
H -1.84 -0.43 -1.89
H -3.02 -2.09 -0.68
H -1.22 -5.09 -0.06
H -2.26 -4.27 -1.24
H -0.49 -4.08 -1.31
```

# 2
The following is a DFT calculation (ωB97M-V/def2-TZVPD) of an isolated molecule of C4H8O2.

The value obtained for the LUMO energy is 1.03 eV. The value obtained for the HOMO-LUMO gap is 10.8 eV. As for the total energy: -307.6596 hartree. The HOMO energy comes out at -9.7439 eV. Its net charge is 0. The SMILES is C[C@H]1COCO1.

The geometry in XYZ format:
```
14
C4H8O2 (ωB97M-V/def2-TZVPD)
C 0.02 -1.61 0.59
C 0.39 -0.12 0.58
C 0.91 0.41 -0.76
O -0.28 0.84 -1.40
C -1.11 1.34 -0.39
O -0.75 0.70 0.81
H 0.64 -2.17 1.29
H -1.02 -1.70 0.90
H 0.09 -2.08 -0.40
H 1.10 0.07 1.39
H 1.63 1.24 -0.62
H 1.37 -0.36 -1.38
H -0.97 2.43 -0.28
H -2.15 1.11 -0.64
```

# 3
The following is a DFT calculation (ωB97M-V/def2-TZVPD) of an isolated molecule of C17H22N4O4 in a non-equilibrium geometry.

The value obtained for the LUMO energy is -0.92 eV. The value obtained for the HOMO-LUMO gap is 8.0 eV. As for the total energy: -1180.3144 hartree. The HOMO energy comes out at -8.9125 eV. Its net charge is 0. The SMILES is CCOCCOCCOCc1nnc(CC(=O)c2ccccc2)nn1.

The geometry in XYZ format:
```
47
C17H22N4O4 (ωB97M-V/def2-TZVPD)
C 6.41 -2.97 1.73
C 5.83 -2.73 0.21
O 6.65 -1.62 -0.37
C 6.02 -1.16 -1.65
C 4.77 -0.10 -1.36
O 5.08 0.89 -0.31
C 4.38 2.15 -0.63
C 2.74 2.01 -0.56
O 2.11 2.88 0.44
C 1.43 2.12 1.50
C -0.21 1.98 1.13
N -1.04 1.73 2.26
N -2.31 1.68 1.98
C -2.62 1.87 0.60
C -4.25 1.86 0.23
C -5.14 0.85 1.15
O -5.19 0.79 2.48
C -6.16 -0.20 0.35
C -6.72 0.06 -1.19
C -7.76 -0.93 -1.98
C -8.33 -2.26 -1.21
C -7.82 -2.62 0.31
C -6.75 -1.59 1.08
N -1.77 2.07 -0.55
N -0.50 2.13 -0.27
H 6.16 -1.99 2.34
H 7.58 -3.03 1.65
H 5.94 -3.94 2.25
H 4.68 -2.41 0.24
H 5.89 -3.73 -0.40
H 6.82 -0.67 -2.38
H 5.55 -2.10 -2.20
H 4.48 0.50 -2.33
H 3.85 -0.73 -0.99
H 4.72 2.99 0.13
H 4.67 2.58 -1.71
H 2.36 0.91 -0.40
H 2.34 2.34 -1.63
H 1.47 2.75 2.49
H 1.88 1.06 1.72
H -4.40 1.58 -0.92
H -4.64 2.97 0.34
H -6.34 1.03 -1.77
H -8.11 -0.66 -3.07
H -9.11 -2.93 -1.79
H -8.23 -3.58 0.86
H -6.41 -1.85 2.17
```

# 4
The following is a DFT calculation (ωB97M-V/def2-TZVPD) of an isolated molecule of C14H17N3O3 in a non-equilibrium geometry.

The value obtained for the LUMO energy is -0.02 eV. The value obtained for the HOMO-LUMO gap is 9.1 eV. As for the total energy: -933.6533 hartree. The HOMO energy comes out at -9.1477 eV. Its net charge is 0. The SMILES is COC[C@@H](C)NC(=O)COc1nncc2ccccc12.

The geometry in XYZ format:
```
37
C14H17N3O3 (ωB97M-V/def2-TZVPD)
C -2.12 -4.48 -4.09
O -1.91 -3.13 -3.74
C -1.12 -2.98 -2.59
C -0.85 -1.49 -2.36
N 0.04 -1.31 -1.23
C 1.37 -1.23 -1.35
O 1.99 -1.32 -2.39
C 2.08 -1.01 0.01
H 1.73 -1.76 0.73
H 3.16 -1.10 -0.16
O 1.90 0.30 0.53
C 0.79 0.57 1.22
N -0.16 -0.32 1.34
N -1.26 -0.06 2.04
C -1.42 1.08 2.62
C -0.46 2.14 2.56
C -0.62 3.39 3.18
C 0.37 4.33 3.06
C 1.53 4.07 2.32
C 1.71 2.86 1.71
C 0.71 1.87 1.82
H 2.59 2.64 1.13
H 2.29 4.83 2.24
H 0.25 5.30 3.53
H -1.52 3.58 3.75
H -2.34 1.21 3.17
H -0.37 -1.23 -0.30
C -2.14 -0.72 -2.12
H -1.95 0.34 -2.05
H -2.61 -1.06 -1.20
H -2.82 -0.91 -2.95
H -0.34 -1.11 -3.25
H -1.63 -3.41 -1.71
H -0.16 -3.51 -2.71
H -2.74 -4.47 -4.98
H -1.17 -4.99 -4.30
H -2.64 -5.02 -3.29
```

# 5
The following is a DFT calculation (ωB97M-V/def2-TZVPD) of an isolated molecule of C4H6INO in a non-equilibrium geometry.

The value obtained for the LUMO energy (alpha / beta) is 0.22 / -0.29 eV. The value obtained for the HOMO-LUMO gap (alpha / beta) is 7.7 / 7.2 eV. As for the total energy: -583.5367 hartree. The HOMO energy (alpha / beta) comes out at -7.4788 / -7.4432 eV. Its net charge is 0. The SMILES is C=N/C(I)=C/OC.

The geometry in XYZ format:
```
13
C4H6INO (ωB97M-V/def2-TZVPD)
C 0.52 2.94 0.07
C -0.06 -0.36 0.13
C 1.30 0.71 -0.02
C -1.17 -2.38 -0.11
N 1.36 1.99 -0.08
O 0.03 -1.66 0.10
I 3.09 -0.40 0.12
H 0.88 3.93 -0.16
H -0.50 2.82 0.42
H -1.02 0.13 -0.01
H -1.29 -3.09 0.71
H -1.11 -2.92 -1.05
H -2.04 -1.72 -0.13
```

# 6
The following is a DFT calculation (ωB97M-V/def2-TZVPD) of an isolated molecule of C3H3N3 in a non-equilibrium geometry.

The value obtained for the LUMO energy is 0.29 eV. The value obtained for the HOMO-LUMO gap is 9.8 eV. As for the total energy: -280.3022 hartree. The HOMO energy comes out at -9.4689 eV. Its net charge is 0. The SMILES is c1cnnnc1.

The geometry in XYZ format:
```
9
C3H3N3 (ωB97M-V/def2-TZVPD)
C -0.70 -0.45 -0.26
C -0.71 0.93 -0.18
N 0.37 1.58 0.25
N 1.44 0.90 0.51
N 1.60 -0.36 0.32
C 0.49 -1.04 0.13
H -1.55 -1.02 -0.60
H -1.56 1.55 -0.44
H 0.62 -2.09 0.27
```

# 7
The following is a DFT calculation (ωB97M-V/def2-TZVPD) of an isolated molecule of C16H19FN2O2 in a non-equilibrium geometry.

The value obtained for the LUMO energy is 0.54 eV. The value obtained for the HOMO-LUMO gap is 8.7 eV. As for the total energy: -980.9100 hartree. The HOMO energy comes out at -8.1443 eV. Its net charge is 0. The SMILES is CCOC[C@]1(C(=O)c2cc(F)c3[nH]ccc3c2)CCNC1.

The geometry in XYZ format:
```
40
C16H19FN2O2 (ωB97M-V/def2-TZVPD)
O 0.95 -1.60 1.70
F -0.29 3.43 -1.12
O -2.29 -0.70 -0.09
C 0.65 -1.11 0.62
C 3.48 3.18 1.53
C 3.22 4.48 1.07
C 0.21 1.24 -0.30
C 2.10 0.89 1.17
C 0.49 2.60 -0.40
C 1.01 0.34 0.46
C 2.45 2.27 1.00
C 1.61 3.10 0.23
N 2.11 4.38 0.23
N 0.14 -3.93 -1.68
C -3.51 1.14 0.84
C -3.30 -0.33 0.85
C -1.76 -1.99 0.19
C 0.62 -2.76 -2.43
C 0.16 -3.45 -0.30
C -0.18 -1.65 -1.81
C -0.28 -1.98 -0.32
H 4.33 2.88 2.16
H 3.80 5.36 1.28
H -0.66 0.89 -0.86
H 2.73 0.29 1.80
H 1.64 5.19 -0.25
H 0.73 -4.77 -1.86
H -2.63 1.62 1.29
H -4.37 1.38 1.47
H -3.66 1.55 -0.17
H -3.07 -0.69 1.88
H -4.26 -0.89 0.58
H -2.34 -2.72 -0.41
H -1.86 -2.26 1.25
H 0.44 -2.86 -3.48
H 1.71 -2.59 -2.26
H 1.19 -3.55 0.03
H -0.48 -4.07 0.38
H 0.34 -0.71 -2.03
H -1.20 -1.60 -2.24
```

# 8
The following is a DFT calculation (ωB97M-V/def2-TZVPD) of a 3-piece molecular cluster, C2H10N2S overall in a non-equilibrium geometry.

The value obtained for the LUMO energy is -1.53 eV. The value obtained for the HOMO-LUMO gap is 7.4 eV. As for the total energy: -589.7621 hartree. The HOMO energy comes out at -8.9832 eV. Its net charge is 0.

The geometry in XYZ format:
```
15
C2H10N2S (ωB97M-V/def2-TZVPD)
N -1.34 1.09 0.51
C -1.00 0.08 -0.49
C 0.50 -0.10 -0.74
N 0.68 -1.00 -1.94
H -0.24 -0.84 1.69
H -0.69 1.06 1.28
H -1.15 2.01 0.09
H -1.36 -0.92 -0.21
H -1.55 0.32 -1.42
H 1.04 0.85 -0.84
H 0.96 -0.63 0.10
H 1.61 -0.91 -2.33
H 0.62 -1.99 -1.64
S 1.08 0.58 2.31
H 0.84 0.42 3.63
```

# 9
The following is a DFT calculation (ωB97M-V/def2-TZVPD) of an isolated molecule of C2H4OS3 in a non-equilibrium geometry.

The value obtained for the LUMO energy is -1.19 eV. The value obtained for the HOMO-LUMO gap is 8.0 eV. As for the total energy: -1348.2998 hartree. The HOMO energy comes out at -9.1779 eV. Its net charge is 0. The SMILES is CC(=S)[S@H](=O)=S.

The geometry in XYZ format:
```
10
C2H4OS3 (ωB97M-V/def2-TZVPD)
C 0.43 -0.78 0.38
C -0.30 -0.15 -0.68
O 1.84 1.49 1.30
S 0.35 -2.13 1.17
S 2.99 0.49 -1.15
S 2.12 0.26 0.58
H -1.11 0.37 -0.09
H -0.61 -0.92 -1.42
H 0.49 0.53 -1.06
H 2.84 -0.47 1.42
```

# 10
The following is a DFT calculation (ωB97M-V/def2-TZVPD) of a 5-piece molecular cluster, C22H48NO12S overall in a non-equilibrium geometry.

The value obtained for the LUMO energy is -3.75 eV. The value obtained for the HOMO-LUMO gap is 8.3 eV. As for the total energy: -2222.5082 hartree. The HOMO energy comes out at -12.0606 eV. Its net charge is +1.

The geometry in XYZ format:
```
84
C22H48NO12S (ωB97M-V/def2-TZVPD)
C 0.47 -0.25 -3.73
C 0.09 -1.16 -5.08
C -0.10 -2.75 -4.74
C -1.50 -3.14 -3.98
S -2.70 -1.72 -3.75
N -4.18 -1.92 -4.67
C -4.46 -0.57 -5.35
C -3.42 -0.28 -6.61
H -0.07 -0.72 -2.77
H 0.00 0.81 -3.92
H 1.62 -0.24 -3.49
H -0.79 -0.68 -5.70
H 1.05 -1.08 -5.77
H -0.01 -3.39 -5.72
H 0.80 -3.04 -4.01
H -1.25 -3.59 -2.91
H -1.99 -4.04 -4.60
H -3.12 -1.80 -2.39
H -4.98 -2.00 -3.98
H -5.58 -0.46 -5.67
H -4.25 0.27 -4.53
H -2.74 -1.25 -6.78
H -2.67 0.56 -6.25
H -3.94 0.10 -7.59
C 3.19 1.73 1.65
C 2.32 0.91 2.59
O 0.93 1.04 2.25
C 0.52 0.31 1.18
O 1.21 -0.43 0.50
O -0.79 0.58 0.97
C -1.33 -0.06 -0.18
H 2.84 2.77 1.62
H 4.23 1.71 1.96
H 3.13 1.36 0.62
H 2.44 1.29 3.61
H 2.62 -0.14 2.60
H -1.14 -1.13 -0.18
H -0.92 0.41 -1.09
H -2.42 0.10 -0.18
C -6.35 3.95 -1.02
C -6.82 2.86 -0.07
O -7.89 2.10 -0.65
C -7.53 1.18 -1.58
O -6.39 0.94 -1.94
O -8.66 0.59 -2.05
C -8.43 -0.33 -3.10
H -7.19 4.57 -1.33
H -5.60 4.58 -0.54
H -5.92 3.52 -1.93
H -7.21 3.32 0.84
H -6.00 2.20 0.23
H -7.68 -1.08 -2.82
H -8.12 0.20 -4.01
H -9.37 -0.85 -3.31
C 8.30 -3.05 -0.47
C 7.69 -1.96 0.40
O 6.51 -1.42 -0.20
C 5.39 -2.18 -0.08
O 5.31 -3.25 0.50
O 4.38 -1.55 -0.73
C 3.17 -2.29 -0.76
H 8.46 -2.68 -1.48
H 9.25 -3.39 -0.05
H 7.63 -3.91 -0.55
H 8.41 -1.14 0.50
H 7.49 -2.32 1.42
H 2.86 -2.60 0.25
H 3.28 -3.17 -1.41
H 2.39 -1.65 -1.18
C 5.10 3.09 8.66
C 4.23 2.26 9.60
O 2.85 2.39 9.26
C 2.43 1.67 8.19
O 3.13 0.92 7.52
O 1.12 1.93 7.99
C 0.58 1.30 6.83
H 4.76 4.13 8.64
H 6.14 3.06 8.98
H 5.04 2.71 7.64
H 4.35 2.64 10.62
H 4.54 1.21 9.61
H 0.77 0.22 6.84
H 0.99 1.76 5.93
H -0.50 1.45 6.83
```

# 11
The following is a DFT calculation (ωB97M-V/def2-TZVPD) of an isolated molecule of C4H7NO2 in a non-equilibrium geometry.

The value obtained for the LUMO energy is 0.57 eV. The value obtained for the HOMO-LUMO gap is 10.1 eV. As for the total energy: -361.7795 hartree. The HOMO energy comes out at -9.5597 eV. Its net charge is 0. The SMILES is CNC(C=O)C=O.

The geometry in XYZ format:
```
14
C4H7NO2 (ωB97M-V/def2-TZVPD)
O 0.37 1.70 1.17
C -0.52 1.15 0.57
C 0.46 0.34 -1.45
N -0.45 -0.68 -0.90
C -0.69 -0.37 0.50
C 0.30 -1.03 1.44
O 1.11 -1.84 1.05
H 0.78 1.07 -0.69
H -1.24 1.70 -0.08
H 1.42 -0.05 -1.73
H -0.03 0.87 -2.28
H -0.01 -1.60 -0.95
H -1.71 -0.62 0.83
H 0.24 -0.72 2.50
```

# 12
The following is a DFT calculation (ωB97M-V/def2-TZVPD) of an isolated molecule of C24H31N3O5 in a non-equilibrium geometry.

The value obtained for the LUMO energy is 0.51 eV. The value obtained for the HOMO-LUMO gap is 8.6 eV. As for the total energy: -1473.5763 hartree. The HOMO energy comes out at -8.0664 eV. Its net charge is 0. The SMILES is CCOc1cc([C@H]2C(C#N)=C(N)O[C@@H]3CCCC(=O)[C@H]23)ccc1OCCN1CCOCC1.

The geometry in XYZ format:
```
63
C24H31N3O5 (ωB97M-V/def2-TZVPD)
C 2.82 2.25 -0.80
H 2.17 2.30 0.07
H 3.67 1.61 -0.56
H 3.18 3.25 -1.02
C 2.08 1.69 -2.01
H 1.24 2.34 -2.28
O 1.66 0.35 -1.85
C 0.68 0.05 -0.93
C -0.18 1.00 -0.40
C -1.18 0.66 0.50
C -1.34 -0.67 0.85
C -0.50 -1.63 0.32
C 0.52 -1.30 -0.56
O 1.25 -2.34 -1.03
C 2.61 -2.16 -1.37
C 3.30 -3.52 -1.28
N 3.44 -3.95 0.09
C 4.60 -3.38 0.75
H 4.56 -2.29 0.67
C 4.57 -3.77 2.23
O 4.58 -5.17 2.39
C 3.48 -5.74 1.73
C 3.48 -5.40 0.24
H 2.59 -5.83 -0.23
H 4.38 -5.83 -0.23
H 3.56 -6.82 1.88
H 2.54 -5.38 2.18
H 5.46 -3.40 2.75
H 3.67 -3.35 2.70
H 5.54 -3.74 0.30
H 2.66 -4.24 -1.80
H 4.27 -3.47 -1.81
H 2.70 -1.77 -2.40
H 3.08 -1.44 -0.69
H -0.61 -2.67 0.59
H -2.11 -0.96 1.55
C -2.11 1.71 1.08
C -1.59 3.12 0.90
C -2.15 3.99 0.03
N -1.70 5.27 -0.17
H -2.35 5.89 -0.63
H -1.16 5.68 0.59
O -3.18 3.69 -0.80
C -3.49 2.31 -0.93
C -4.86 2.22 -1.61
C -5.93 2.83 -0.71
H -6.91 2.73 -1.19
H -5.73 3.90 -0.58
C -5.95 2.15 0.66
C -4.59 2.24 1.30
O -4.38 2.77 2.36
C -3.50 1.61 0.44
H -3.76 0.56 0.28
H -6.69 2.63 1.31
H -6.22 1.10 0.55
H -4.82 2.76 -2.55
H -5.08 1.17 -1.81
H -2.72 1.83 -1.56
C -0.49 3.51 1.66
N 0.44 3.84 2.27
H -2.21 1.52 2.15
H -0.06 2.04 -0.68
H 2.76 1.64 -2.87
```